(a)
# C54H70N4O2P2RbSb

A structure of composition C54H70N4O2P2RbSb (ωB97M-V with the def2-TZVPD basis set, OMol25).

Calculated values
* LUMO energy: 0.3 eV
* gap between HOMO and LUMO: 0.2721 Ha

Last column: Löwdin charge in e.
Atoms and positions in Å:
Rb 0.341 -0.524 0.983  0.57
C -2.393 -4.039 1.044  -0.01
C -1.021 -4.482 1.445  -0.32
N -0.448 -5.535 0.994  0.04
O -1.266 -6.209 0.050  -0.09
C -0.251 -3.740 2.460  -0.34
C 0.904 -4.396 3.152  -0.04
N -0.621 -2.511 2.637  -0.19
O 0.094 -1.749 3.444  -0.39
H -2.413 -3.705 0.005  0.07
H -2.714 -3.227 1.688  0.06
H -3.082 -4.881 1.114  0.09
H -0.757 -7.010 -0.114  0.08
H 1.714 -4.620 2.454  0.06
H 0.601 -5.350 3.585  0.08
H 1.267 -3.737 3.940  0.07
C 2.498 -0.719 -3.513  -0.30
N 1.985 0.623 -3.741  -0.19
C 0.561 0.699 -3.979  -0.32
P -0.512 0.246 -2.508  1.05
C -1.053 -1.436 -3.018  -0.40
C -0.856 -2.507 -2.152  -0.12
C -1.173 -3.808 -2.526  -0.06
C -1.711 -4.044 -3.780  -0.07
C -1.933 -2.985 -4.651  -0.07
C -1.604 -1.694 -4.274  -0.12
C -1.988 1.261 -2.938  -0.38
C -1.850 2.649 -2.985  -0.13
C -2.950 3.470 -3.168  -0.09
C -4.217 2.915 -3.294  -0.08
C -4.369 1.539 -3.231  -0.09
C -3.264 0.718 -3.052  -0.10
C 2.812 1.514 -4.467  -0.22
C 2.345 2.217 -5.579  -0.03
C 3.176 3.109 -6.245  -0.09
C 4.483 3.303 -5.834  -0.10
C 4.954 2.591 -4.739  -0.08
C 4.133 1.713 -4.057  -0.02
P 2.356 -1.194 -1.715  1.02
C 3.613 -0.050 -1.036  -0.39
C 3.127 1.189 -0.618  -0.13
C 3.992 2.205 -0.244  -0.07
C 5.360 1.981 -0.264  -0.09
C 5.855 0.737 -0.631  -0.09
C 4.985 -0.276 -1.011  -0.09
C 3.116 -2.851 -1.665  -0.37
C 4.134 -3.307 -2.500  -0.10
C 4.606 -4.607 -2.388  -0.08
C 4.063 -5.468 -1.444  -0.08
C 3.041 -5.032 -0.612  -0.07
C 2.571 -3.733 -0.730  -0.11
H 3.538 -0.758 -3.830  0.08
H 1.931 -1.457 -4.100  0.10
H 0.251 0.076 -4.831  0.10
H 0.309 1.730 -4.203  0.07
H -0.431 -2.336 -1.173  0.04
H -1.012 -4.625 -1.833  0.09
H -1.964 -5.053 -4.079  0.11
H -2.365 -3.164 -5.627  0.11
H -1.792 -0.879 -4.964  0.11
H -0.875 3.104 -2.847  0.11
H -2.820 4.544 -3.200  0.11
H -5.080 3.553 -3.431  0.10
H -5.354 1.097 -3.317  0.11
H -3.404 -0.356 -3.000  0.10
H 1.340 2.062 -5.945  0.10
H 2.791 3.644 -7.104  0.10
H 5.126 3.997 -6.358  0.10
H 5.971 2.734 -4.394  0.10
H 4.506 1.198 -3.184  0.09
H 2.056 1.367 -0.630  0.07
H 3.600 3.161 0.077  0.11
H 6.041 2.771 0.028  0.11
H 6.922 0.555 -0.625  0.11
H 5.381 -1.241 -1.305  0.10
H 4.571 -2.654 -3.246  0.10
H 5.397 -4.949 -3.043  0.10
H 4.432 -6.482 -1.365  0.10
H 2.596 -5.701 0.113  0.10
H 1.758 -3.406 -0.090  0.08
N 2.825 -1.458 2.225  0.05
C 3.232 -0.245 2.806  -0.33
C 4.531 0.226 2.633  -0.05
C 4.901 1.459 3.138  -0.10
C 3.987 2.251 3.822  -0.10
C 2.698 1.772 4.012  -0.09
C 2.316 0.533 3.517  -0.06
H 3.599 -2.073 2.026  0.09
H 2.094 -1.914 2.779  0.04
H 5.246 -0.379 2.087  0.11
H 5.916 1.808 2.992  0.10
H 4.278 3.215 4.216  0.10
H 1.979 2.361 4.569  0.10
H 1.327 0.140 3.726  0.07
C -5.011 -0.619 1.762  -0.14
C -4.762 0.890 1.802  -0.71
C -4.862 1.417 0.375  -0.14
C -5.820 1.554 2.674  -0.11
Sb -2.670 1.160 2.447  1.59
C -2.197 3.245 1.877  -0.71
C -1.773 3.148 0.405  -0.15
C -0.978 3.688 2.684  -0.13
C -3.317 4.261 2.047  -0.11
C -2.746 1.179 4.637  -0.72
C -3.421 -0.108 5.099  -0.12
C -3.430 2.387 5.254  -0.11
C -1.279 1.103 5.076  -0.14
H -6.020 -0.809 1.377  0.09
H -4.944 -1.084 2.745  0.07
H -4.307 -1.132 1.102  0.06
H -5.837 1.145 -0.048  0.09
H -4.096 0.992 -0.278  0.06
H -4.784 2.505 0.326  0.06
H -6.810 1.381 2.234  0.09
H -5.683 2.633 2.761  0.07
H -5.841 1.139 3.682  0.06
H -0.952 2.427 0.300  0.05
H -1.415 4.123 0.054  0.09
H -2.583 2.824 -0.252  0.05
H -0.154 2.968 2.622  0.07
H -1.204 3.848 3.738  0.06
H -0.605 4.640 2.283  0.09
H -4.178 4.020 1.423  0.06
H -2.964 5.254 1.742  0.09
H -3.656 4.337 3.080  0.07
H -4.493 -0.121 4.902  0.06
H -3.287 -0.197 6.184  0.09
H -2.968 -0.993 4.643  0.08
H -4.467 2.474 4.926  0.06
H -2.922 3.323 5.022  0.06
H -3.438 2.284 6.346  0.09
H -0.788 0.211 4.674  0.05
H -1.226 1.039 6.170  0.09
H -0.707 1.984 4.776  0.05

(b)
# C54H70N4O2P2RbSb

A structure of composition C54H70N4O2P2RbSb (ωB97M-V with the def2-TZVPD basis set, OMol25).

Calculated values
* LUMO energy: 0.3 eV
* gap between HOMO and LUMO: 0.2801 Ha

Last column: Löwdin charge in e.
Atoms and positions in Å:
Rb 0.341 0.848 -1.008  0.68
C 3.574 1.953 -2.982  -0.01
C 2.277 2.653 -3.209  -0.33
N 2.115 3.909 -3.034  0.05
O 3.310 4.510 -2.593  -0.08
C 1.066 1.927 -3.648  -0.40
C -0.127 2.673 -4.158  -0.04
N 1.072 0.652 -3.423  -0.26
O -0.075 0.006 -3.563  -0.38
H 3.878 2.027 -1.935  0.08
H 4.355 2.442 -3.565  0.09
H 3.492 0.908 -3.267  0.06
H 3.072 5.441 -2.585  0.09
H -0.736 3.105 -3.355  0.07
H -0.758 1.994 -4.728  0.07
H 0.209 3.506 -4.776  0.08
C 0.027 1.298 3.762  -0.29
N -0.462 2.636 3.553  -0.20
C -1.713 2.837 2.864  -0.31
P -1.848 1.912 1.254  1.00
C -2.753 0.394 1.721  -0.38
C -3.842 0.386 2.591  -0.10
C -4.486 -0.797 2.919  -0.07
C -4.037 -1.998 2.391  -0.08
C -2.940 -2.011 1.541  -0.08
C -2.306 -0.825 1.211  -0.14
C -3.046 2.980 0.390  -0.37
C -4.430 2.845 0.402  -0.08
C -5.228 3.761 -0.264  -0.08
C -4.654 4.812 -0.961  -0.08
C -3.274 4.942 -1.006  -0.08
C -2.477 4.026 -0.338  -0.11
C 0.114 3.697 4.254  -0.23
C 1.463 3.659 4.633  -0.04
C 2.036 4.715 5.315  -0.08
C 1.298 5.845 5.637  -0.11
C -0.032 5.892 5.261  -0.09
C -0.625 4.837 4.586  -0.03
P 0.917 0.463 2.334  1.02
C 2.186 1.675 1.792  -0.41
C 1.834 2.981 1.446  -0.13
C 2.772 3.857 0.926  -0.07
C 4.077 3.443 0.708  -0.08
C 4.437 2.143 1.024  -0.08
C 3.503 1.270 1.561  -0.10
C 1.828 -0.762 3.322  -0.39
C 1.386 -2.077 3.236  -0.11
C 1.936 -3.064 4.042  -0.08
C 2.938 -2.740 4.940  -0.08
C 3.387 -1.426 5.040  -0.07
C 2.829 -0.444 4.243  -0.10
H -0.808 0.625 4.007  0.10
H 0.691 1.291 4.628  0.09
H -1.761 3.882 2.547  0.09
H -2.592 2.656 3.503  0.10
H -4.199 1.314 3.021  0.10
H -5.334 -0.779 3.589  0.10
H -4.533 -2.922 2.651  0.10
H -2.574 -2.944 1.136  0.09
H -1.438 -0.860 0.559  0.05
H -4.893 2.017 0.920  0.09
H -6.301 3.643 -0.251  0.11
H -5.281 5.520 -1.486  0.11
H -2.817 5.747 -1.564  0.11
H -1.397 4.126 -0.381  0.10
H 2.084 2.821 4.351  0.09
H 3.083 4.654 5.582  0.10
H 1.755 6.669 6.165  0.10
H -0.635 6.756 5.509  0.10
H -1.675 4.897 4.344  0.10
H 0.816 3.322 1.586  0.08
H 2.471 4.864 0.674  0.11
H 4.798 4.124 0.280  0.11
H 5.445 1.796 0.848  0.11
H 3.806 0.257 1.798  0.10
H 0.605 -2.323 2.526  0.08
H 1.585 -4.083 3.956  0.10
H 3.373 -3.506 5.567  0.10
H 4.167 -1.172 5.745  0.11
H 3.179 0.578 4.323  0.10
N -2.457 0.019 -1.914  0.08
C -3.718 0.557 -2.196  -0.31
C -4.855 0.036 -1.580  -0.05
C -6.104 0.562 -1.861  -0.10
C -6.243 1.616 -2.753  -0.12
C -5.106 2.149 -3.345  -0.09
C -3.851 1.634 -3.069  -0.02
H -2.535 -0.964 -1.689  0.06
H -1.772 0.133 -2.667  0.03
H -4.754 -0.789 -0.882  0.11
H -6.977 0.134 -1.385  0.10
H -7.219 2.020 -2.981  0.10
H -5.192 2.975 -4.039  0.11
H -2.973 2.051 -3.545  0.10
C 2.967 -4.304 0.603  -0.14
C 1.745 -4.847 -0.143  -0.71
C 0.618 -5.075 0.866  -0.14
C 2.110 -6.217 -0.713  -0.11
Sb 1.111 -3.226 -1.480  1.61
C 2.786 -3.026 -2.875  -0.71
C 3.689 -1.963 -2.241  -0.15
C 2.291 -2.473 -4.211  -0.12
C 3.608 -4.276 -3.151  -0.12
C -0.564 -4.106 -2.579  -0.71
C -0.871 -3.274 -3.825  -0.12
C -1.761 -3.976 -1.631  -0.15
C -0.433 -5.568 -2.986  -0.11
H 3.216 -4.972 1.434  0.08
H 2.804 -3.312 1.024  0.06
H 3.843 -4.257 -0.044  0.06
H 0.982 -5.718 1.675  0.08
H -0.229 -5.588 0.411  0.06
H 0.248 -4.153 1.316  0.05
H 2.427 -6.859 0.117  0.09
H 2.933 -6.184 -1.420  0.06
H 1.269 -6.710 -1.195  0.06
H 3.156 -1.017 -2.121  0.05
H 4.539 -1.776 -2.904  0.09
H 4.087 -2.258 -1.268  0.06
H 1.587 -1.649 -4.104  0.04
H 1.831 -3.249 -4.822  0.07
H 3.159 -2.103 -4.766  0.09
H 4.143 -4.633 -2.272  0.06
H 4.362 -4.041 -3.910  0.09
H 3.001 -5.097 -3.539  0.07
H -0.802 -2.197 -3.668  0.05
H -1.887 -3.515 -4.155  0.09
H -0.204 -3.526 -4.649  0.07
H -1.942 -2.938 -1.350  0.04
H -1.642 -4.545 -0.709  0.05
H -2.664 -4.343 -2.132  0.09
H 0.470 -5.765 -3.566  0.08
H -1.289 -5.838 -3.615  0.09
H -0.440 -6.242 -2.129  0.06

Ordering by calculated energy gives the sequence (a), (b), with the first entry being the most stable.

(a)
# C6H14O3

A cluster of 2 separate species, C6H14O3 in total (ωB97M-V with the def2-TZVPD basis set, OMol25).

Calculated values
* LUMO energy: 0.8 eV
* SMILES: C=C(C)O.CCC(O)O
* gap between HOMO and LUMO: 0.3690 Ha

Last column: natural (NBO) charge in e.
Atoms and positions in Å:
C -1.449 0.611 0.336  0.37
C -1.962 2.054 0.414  -0.43
C -0.905 3.074 0.005  -0.62
O -0.325 0.501 1.153  -0.75
O -1.168 0.200 -0.982  -0.74
H -0.467 0.769 -1.324  0.47
H -0.033 -0.428 1.174  0.50
H -2.247 -0.075 0.666  0.13
H -2.261 2.233 1.447  0.21
H -2.843 2.137 -0.223  0.21
H -0.666 2.992 -1.055  0.19
H -1.268 4.083 0.188  0.21
H 0.001 2.920 0.585  0.22
C 2.588 -2.172 0.550  -0.68
C 1.336 -2.128 -0.250  0.33
C 1.191 -1.938 -1.548  -0.52
O 0.221 -2.243 0.638  -0.73
H -0.590 -2.316 0.117  0.49
H 3.196 -3.032 0.277  0.23
H 2.216 -2.272 1.588  0.24
H 3.160 -1.254 0.436  0.23
H 0.221 -1.878 -2.012  0.21
H 2.055 -1.838 -2.181  0.21

(b)
# C6H14O3

An isolated molecule of C6H14O3 (ωB97M-V with the def2-TZVPD basis set, OMol25).

Calculated values
* LUMO energy: 0.7 eV
* SMILES: CC(C)CCC(O)(O)O
* gap between HOMO and LUMO: 0.3737 Ha

Last column: natural (NBO) charge in e.
Atoms and positions in Å:
C -1.767 -0.653 1.356  0.76
C 1.483 0.387 -0.698  -0.17
C -0.054 -0.783 0.984  -0.44
C 0.070 -0.642 -0.466  -0.41
C 2.036 0.115 -2.088  -0.62
C 1.086 1.844 -0.521  -0.62
O -2.604 -1.612 0.766  -0.74
O -2.215 0.614 1.001  -0.75
O -1.928 -0.790 2.736  -0.74
H -3.027 -1.132 0.037  0.49
H -2.668 0.947 1.796  0.50
H -2.373 -1.647 2.833  0.49
H 2.249 0.131 0.041  0.19
H 0.418 -0.033 1.618  0.21
H 0.260 -1.771 1.330  0.21
H -0.761 -0.186 -1.007  0.21
H 0.295 -1.597 -0.946  0.21
H 0.751 2.049 0.500  0.21
H 2.348 -0.929 -2.187  0.21
H 2.921 0.729 -2.297  0.20
H 1.290 0.330 -2.861  0.20
H 1.926 2.518 -0.735  0.21
H 0.263 2.112 -1.192  0.20

Ordering by calculated energy gives the sequence (a), (b), with the first entry being the most stable.